Molecular formula: C41H59B3F8O30P
Method: DFT, ωB97M-V/def2-TZVPD

```
142
Properties=species:S:1:pos:R:3:forces:R:3:lowdin_charge:R:1
C -0.66548 -4.16206 -0.32340 0.022 -0.362 0.698 -0.077
C 0.81863 -4.45261 0.35500 -0.475 -1.676 -0.259 -0.230
O 1.83899 -3.44885 0.03568 -2.415 1.060 1.379 -0.065
B 1.51220 -2.10498 0.54111 -0.512 -2.921 1.566 -0.490
O 0.78032 -2.08518 1.85748 -0.557 -0.228 -2.511 -0.013
P 2.05626 -0.45835 -0.37236 -0.448 0.669 1.149 0.514
C 1.57186 -1.10585 -2.08108 -2.213 -0.761 -3.564 -0.201
B 2.54135 -2.00946 -2.96157 0.669 -1.671 -1.080 -0.512
O 3.58529 -1.51617 -3.92976 -0.062 -1.732 3.094 -0.019
O 2.43568 -3.51263 -2.93465 2.447 2.039 0.102 -0.002
C 3.88107 -0.99139 -0.42703 3.235 0.066 1.198 -0.279
C 4.93493 -0.10811 -1.29772 4.113 0.791 -2.000 -0.145
C 4.68937 1.06606 -2.38847 3.432 -1.006 0.617 -0.024
C 5.94458 1.80932 -3.18458 1.270 -2.646 2.295 -0.062
C 7.54049 1.37598 -2.93599 -3.875 -2.147 2.252 -0.068
C 7.77938 0.16117 -1.86044 -2.572 0.949 -0.258 -0.222
C 9.31519 -0.40987 -1.56341 -1.300 -0.976 -0.776 -0.147
C 6.53781 -0.53756 -1.05856 -0.207 2.698 -2.724 -0.010
C 2.27834 0.29402 1.36448 -0.038 1.754 2.771 -0.314
C 2.99566 1.77375 1.41531 -0.622 0.304 2.114 -0.380
C 4.59361 1.76518 1.76788 -0.526 1.039 -0.323 -0.125
C 2.26810 2.57104 2.69587 -0.212 0.656 -0.998 -0.137
B 0.22028 0.22070 -0.27986 -2.069 1.125 0.083 -0.553
O 0.00623 1.70651 -0.39824 0.088 -2.238 -2.068 -0.033
O -0.97506 -0.62418 -0.14273 0.378 2.351 -1.346 -0.087
C -2.10169 -0.17121 -0.96661 -1.812 -1.013 -0.558 -0.224
C -1.87908 -0.44009 -2.59494 -1.099 0.625 0.162 -0.087
H -1.11244 -5.24390 -0.55521 0.738 2.666 0.410 0.073
H -0.62378 -3.52025 -1.30550 0.188 -1.317 1.979 0.085
H -1.35560 -3.61123 0.48047 1.371 -1.266 -1.998 0.088
H 0.70137 -4.67229 1.52239 0.240 0.841 -2.469 0.130
H 1.16695 -5.49724 -0.10562 -0.386 2.334 0.805 0.121
H -0.19459 -2.25419 1.72375 1.605 0.249 0.113 0.085
H 2.36387 0.87287 -0.91954 0.404 -0.133 -0.386 0.015
H 0.54962 -1.71257 -1.94660 2.270 1.102 -0.186 0.080
H 1.24943 -0.15935 -2.73638 0.811 -1.874 1.450 0.094
H 4.43325 -1.93576 -3.54336 -1.618 1.185 -1.225 0.110
H 3.36953 -3.91090 -3.04991 -2.335 0.971 0.020 0.105
H 4.27474 -0.78206 0.68919 -0.762 -0.434 -2.393 0.086
H 4.05491 -2.17384 -0.48307 -0.268 2.431 -0.548 0.118
H 3.58934 1.37845 -2.62667 2.420 -0.616 0.500 0.072
H 5.73671 2.67627 -3.96940 0.325 -2.115 1.918 0.070
H 8.44647 1.89401 -3.50433 -2.257 -1.251 1.375 0.074
H 9.64180 -0.31485 -0.44455 -0.597 0.179 -2.222 0.071
H 10.07245 0.03878 -2.33573 -1.404 -0.639 1.739 0.064
H 9.27514 -1.58182 -1.78944 0.130 2.497 0.487 0.076
H 6.82174 -1.40870 -0.29808 -0.809 2.083 -1.775 0.097
H 2.76454 -0.43751 2.17386 -0.722 1.629 -1.588 0.113
H 1.18888 0.48398 1.82376 2.120 -0.459 -0.904 0.084
H 2.79526 2.45907 0.49075 0.285 -1.654 1.505 0.124
H 4.77263 2.66427 2.53296 -0.167 -2.093 -1.460 0.072
H 4.89226 0.73423 2.23694 -0.325 2.090 -0.936 0.076
H 5.19704 2.05419 0.79948 -0.937 -1.032 1.947 0.074
H 1.08319 2.51041 2.61765 2.494 -0.046 0.205 0.055
H 2.62417 2.15693 3.74187 -0.703 0.906 -2.137 0.086
H 2.52626 3.72149 2.54191 -0.358 -2.254 0.788 0.075
H 0.19329 1.94741 -1.37319 -0.277 -0.251 2.378 0.101
H -3.03018 -0.86427 -0.67604 2.051 1.373 -0.458 0.125
H -2.45867 0.92858 -0.73379 1.103 -2.050 -0.615 0.124
H -2.97147 -0.42620 -3.07471 2.304 0.030 0.986 0.085
H -1.28388 0.44061 -3.10672 -0.962 -1.986 1.048 0.080
H -1.42824 -1.49902 -2.83090 -0.716 2.258 0.637 0.082
C 1.79993 1.94897 -6.46606 1.097 0.879 -0.160 -0.077
C 1.42908 0.90869 -5.46507 0.304 -0.141 0.848 -0.323
O 0.12212 0.53939 -5.84238 0.099 -0.022 -1.056 0.138
C 0.07000 0.74575 -7.18825 -1.987 -0.861 -1.814 -0.503
O -0.79457 0.28930 -7.91767 1.892 1.085 1.573 0.131
O 1.10995 1.52093 -7.62307 -0.960 -0.762 0.087 0.073
F 1.38074 1.43305 -4.21993 0.007 0.158 0.171 0.063
H 1.45300 2.94924 -6.18589 -0.095 -0.191 0.211 0.147
H 2.87785 1.98879 -6.64466 -0.239 -0.160 -0.141 0.131
H 2.07787 0.02635 -5.47332 0.001 0.107 0.236 0.165
C -1.24684 -9.20492 1.79338 0.351 -0.930 0.842 -0.074
C -1.29757 -8.91214 0.33276 -0.307 -0.404 -0.653 -0.327
O -2.00215 -7.69316 0.26530 0.546 0.183 0.621 0.134
C -1.72585 -7.05855 1.43901 -0.616 3.355 1.007 -0.498
O -1.92578 -5.87201 1.63908 0.272 -3.225 -0.218 0.130
O -1.18956 -7.91269 2.36330 -0.253 0.751 -0.619 0.078
F -2.01200 -9.85384 -0.32333 0.019 -0.151 -0.296 0.080
H -2.14324 -9.72092 2.15340 0.036 0.025 -0.329 0.128
H -0.36823 -9.79432 2.06916 -0.068 0.258 0.045 0.145
H -0.31464 -8.79570 -0.13607 -0.153 -0.078 -0.109 0.178
C -1.95505 2.68476 2.35425 1.190 0.124 -0.924 -0.074
C -2.16039 1.72293 3.47426 0.767 -0.245 0.517 -0.320
O -3.41603 2.09084 3.99856 -0.677 0.155 -0.859 0.144
C -4.10218 2.61180 2.94287 -2.350 0.557 -0.349 -0.490
O -5.30921 2.78730 2.93062 2.502 -0.298 0.045 0.124
O -3.27337 2.90687 1.89527 -1.259 -0.229 0.882 0.064
F -1.22851 1.89862 4.43779 0.065 -0.153 0.214 0.081
H -1.52128 3.63427 2.68541 0.004 -0.176 0.239 0.148
H -1.32798 2.27067 1.56009 -0.181 0.093 -0.114 0.126
H -2.18392 0.67248 3.16518 0.118 0.075 0.146 0.184
C -6.07690 5.70089 3.98076 0.422 -1.499 0.401 -0.084
C -5.31369 6.92938 3.62017 0.420 -0.075 0.006 -0.319
O -6.21298 7.64951 2.80803 -0.660 -0.019 0.494 0.140
C -7.45209 7.29302 3.24869 -2.739 0.853 -0.429 -0.503
O -8.47438 7.90373 2.98444 2.265 -1.312 0.531 0.130
O -7.40902 6.17097 4.03011 -0.412 1.396 -0.642 0.087
F -4.22501 6.62100 2.88035 0.510 0.082 -0.193 0.079
H -5.99732 4.91484 3.22236 0.119 0.292 -0.070 0.127
H -5.77042 5.28921 4.94615 -0.381 0.165 -0.583 0.113
H -5.01989 7.54330 4.47825 0.127 -0.072 -0.320 0.153
C -6.54626 -10.16912 3.83700 -1.029 -0.187 0.734 -0.077
C -5.82750 -9.08178 3.11396 0.269 0.945 0.311 -0.327
O -4.66808 -9.71948 2.62820 -0.543 -0.681 -0.248 0.126
C -5.02911 -11.02067 2.44594 1.586 -2.472 -1.644 -0.500
O -4.38929 -11.82244 1.78588 -1.504 1.944 1.706 0.147
O -6.20083 -11.31640 3.08708 0.859 0.093 -0.656 0.075
F -5.44971 -8.10328 3.96688 -0.014 0.217 -0.063 0.087
H -6.20045 -10.29234 4.86880 0.105 0.238 -0.137 0.150
H -7.62904 -10.01778 3.84564 0.172 -0.181 -0.110 0.146
H -6.38884 -8.65151 2.27773 0.136 0.117 0.118 0.181
C -2.89955 5.66086 0.06333 -1.052 -0.230 0.705 -0.086
C -2.18079 6.74820 -0.65970 0.322 0.577 0.241 -0.330
O -1.02137 6.11050 -1.14547 -0.568 -0.493 -0.242 0.145
C -1.38239 4.80931 -1.32773 1.604 -2.706 -1.578 -0.484
O -0.74258 4.00754 -1.98778 -1.592 2.111 1.513 0.146
O -2.55412 4.51358 -0.68658 0.919 0.146 -0.698 0.074
F -1.80300 7.72670 0.19321 0.039 0.394 0.013 0.078
H -2.55374 5.53764 1.09513 0.056 0.248 -0.143 0.131
H -3.98233 5.81221 0.07198 0.174 -0.203 -0.046 0.148
H -2.74212 7.17847 -1.49594 0.112 0.137 0.121 0.176
C -3.73499 8.18604 8.77692 0.364 0.153 1.228 -0.072
C -4.07693 8.99735 7.57419 0.479 0.796 -0.335 -0.324
O -4.21492 8.03356 6.55491 -0.500 -0.510 0.643 0.126
C -4.62748 6.90138 7.19102 -1.070 -2.733 -0.880 -0.465
O -5.11478 5.93712 6.62480 1.435 2.470 1.897 0.147
O -4.43574 6.98094 8.54320 -0.374 -0.206 -1.199 0.088
F -3.05882 9.82334 7.24426 -0.046 0.233 -0.092 0.086
H -2.66339 7.97362 8.85399 -0.079 0.185 -0.211 0.152
H -4.06659 8.65862 9.70542 -0.069 -0.234 -0.142 0.147
H -5.00606 9.56956 7.66809 0.163 0.071 -0.114 0.180
C 5.02475 -3.25921 -7.28875 0.340 -0.815 0.853 -0.075
C 4.97402 -2.96643 -8.74937 -0.364 -0.332 -0.538 -0.335
O 4.26944 -1.74745 -8.81683 0.576 0.201 0.557 0.144
C 4.54574 -1.11284 -7.64312 -0.497 2.917 1.202 -0.485
O 4.34581 0.07370 -7.44305 0.380 -2.785 -0.508 0.144
O 5.08202 -1.96698 -6.71883 -0.274 0.878 -0.856 0.074
F 4.25959 -3.90813 -9.40546 0.017 -0.194 -0.343 0.077
H 4.12835 -3.77521 -6.92873 0.003 0.044 -0.258 0.153
H 5.90336 -3.84861 -7.01298 -0.076 0.255 0.066 0.144
H 5.95695 -2.84999 -9.21820 -0.149 -0.097 -0.118 0.175
```
Forces are in eV/Å.

Computed properties:
- spin multiplicity = 1
- E (eV) = -137947.6454
- total charge = -1